9
Properties=species:S:1:pos:R:3 method="wB97M-V/def2-TZVPD" charge=+1 orbital_gap_ev="6.673 / 6.791" s2=12.0088 multiplicity=7 mol_weight_g_mol=221.42 homo_energy_ev="-11.7 / -11.7" e_above_lowest_kcal_mol=59.9
O 0.508 -0.284 0.955
C -1.172 -0.077 -0.812
C 0.867 1.097 0.616
C -0.239 0.454 -0.020
H -1.140 -0.046 -1.983
H 1.825 1.187 0.096
H 0.706 1.796 1.440
O -1.159 -1.413 -0.934
Sm -0.195 -2.715 0.642

***

9
Properties=species:S:1:pos:R:3 method="wB97M-V/def2-TZVPD" charge=+1 orbital_gap_ev="7.794 / 9.787" s2=0.7545 multiplicity=2 mol_weight_g_mol=275.44 homo_energy_ev="-12.9 / -14.7" e_above_lowest_kcal_mol=38.1
C -2.176 -0.701 -0.432
C -1.191 0.129 0.121
H -1.865 -1.660 -0.880
H -2.494 -0.948 0.635
H -3.052 -0.230 -0.910
O 3.984 -0.421 -0.393
C 3.577 0.517 0.152
O 2.779 1.258 0.572
Tl 0.440 2.056 1.135

***

9
Properties=species:S:1:pos:R:3 method="wB97M-V/def2-TZVPD" charge=+1 orbital_gap_ev=8.782 mol_weight_g_mol=87.05 homo_energy_ev=-15.6 e_above_lowest_kcal_mol=56.9
C -0.514 -0.064 -0.141
C 0.555 1.836 -0.554
C -0.541 -1.150 0.568
O 0.519 1.742 -1.750
O -0.021 1.088 0.337
O -0.948 -2.127 1.161
H -1.001 -0.224 -1.107
H 1.180 2.586 -0.045
H -0.402 -2.877 1.434

***

10
Properties=species:S:1:pos:R:3 method="wB97M-V/def2-TZVPD" charge=0 orbital_gap_ev="8.572 / 8.078" s2=0.7515 multiplicity=2 mol_weight_g_mol=152.44 homo_energy_ev="-8.4 / -9.7" e_above_lowest_kcal_mol=12.8
C 0.208 -0.890 -0.145
C -2.255 0.570 0.278
O -0.809 -1.563 -0.119
O 0.079 0.517 -0.134
C -1.163 1.149 -0.269
H -3.178 0.568 -0.300
H -2.247 0.209 1.307
H -1.205 1.662 -1.232
O 1.411 -1.176 0.097
Zn 2.097 0.671 0.176